Here is a structure of composition C43H39N2O5RuSTe at a distorted geometry from the Open Molecules 2025 dataset. Energies are from the ωB97M-V functional and the def2-TZVPD basis.

The geometry in XYZ format:
```
92
C43H39N2O5RuSTe the ωB97M-V functional and the def2-TZVPD basis
Ru -1.257 -1.446 -0.221
C 4.710 3.213 -0.370
C 3.623 2.179 -0.476
C 3.831 0.953 -1.077
C 2.844 -0.025 -1.148
C 3.253 -1.281 -1.847
O 3.792 -1.245 -2.936
C 3.134 -2.580 -1.125
C 2.885 -2.603 0.250
C 2.773 -3.798 0.904
C 2.773 -5.044 0.188
C 3.294 -4.976 -1.161
C 3.424 -3.785 -1.805
C 1.532 0.206 -0.662
O 0.631 -0.760 -0.795
C 1.319 1.495 -0.094
C 2.348 2.418 0.015
C -0.028 1.918 0.346
N -0.974 2.137 -0.479
C -0.673 2.218 -1.907
C -1.912 2.313 -2.775
Te -3.087 4.077 -2.380
C -1.420 5.302 -1.965
C -1.033 5.536 -0.649
C 0.099 6.291 -0.374
C 0.853 6.817 -1.414
C 0.469 6.593 -2.728
C -0.665 5.842 -3.004
C -0.280 2.141 1.795
C 0.615 1.680 2.757
C 0.362 1.886 4.104
C -0.789 2.551 4.503
C -1.681 3.023 3.549
C -1.422 2.829 2.202
H 5.636 2.853 -0.817
H 4.918 3.468 0.671
H 4.430 4.137 -0.881
H 4.805 0.718 -1.493
H 2.784 -1.670 0.790
H 2.581 -3.814 1.970
H 3.202 -5.866 0.761
H 3.484 -5.904 -1.689
H 3.749 -3.725 -2.835
H 2.124 3.382 0.464
H -0.047 1.394 -2.259
H -0.086 3.133 -2.039
H -2.602 1.492 -2.600
H -1.625 2.317 -3.825
H -1.612 5.116 0.163
H 0.394 6.463 0.653
H 1.738 7.402 -1.199
H 1.051 7.006 -3.543
H -0.964 5.671 -4.030
H 1.497 1.135 2.447
H 1.060 1.519 4.845
H -0.987 2.707 5.555
H -2.577 3.547 3.855
H -2.094 3.223 1.450
C -0.626 -3.292 -2.470
C -0.179 -3.920 -1.186
C 0.392 -5.167 -1.106
C 0.935 -5.632 0.132
C 0.277 -5.056 1.307
C 0.303 -5.628 2.578
C -0.149 -4.905 3.667
C -0.582 -3.584 3.526
C -0.619 -2.995 2.277
S -1.009 -1.305 1.996
C -0.241 -3.764 1.163
N -0.372 -3.186 -0.080
H -0.476 -3.965 -3.313
H -0.051 -2.381 -2.656
H -1.692 -3.046 -2.420
H 0.543 -5.736 -2.013
H 1.043 -6.712 0.195
H 0.694 -6.630 2.712
H -0.150 -5.361 4.649
H -0.892 -3.016 4.394
C -5.184 -0.604 -1.105
C -4.154 -0.498 0.013
C -4.569 0.496 1.076
O -2.919 -0.063 -0.619
C -3.966 -1.914 0.569
O -4.835 -2.420 1.240
O -2.894 -2.528 0.139
H -5.368 0.383 -1.534
H -6.113 -1.010 -0.710
H -4.820 -1.269 -1.890
H -4.751 1.473 0.625
H -3.796 0.586 1.842
H -5.478 0.140 1.557
H -2.503 0.732 -0.193
```

LUMO (alpha / beta)	-1.9 / -1.8	eV
2S+1	2
expectation value of S²	0.916
E_HOMO (alpha / beta)	-7.4044 / -7.6311	eV
ΔE to the lowest compared entry with this formula, charge and spin	46.3	kcal per mole
frontier orbital gap (alpha / beta)	5.5227 / 5.8605	eV

Here is a cluster of 2 separate species, C5H12NO in total from the Open Molecules 2025 dataset. Energies are from the ωB97M-V functional and the def2-TZVPD basis.

The geometry in XYZ format:
```
19
C5H12NO the ωB97M-V functional and the def2-TZVPD basis
C 2.452 -1.499 0.566
C 1.694 -0.205 0.642
C 1.575 0.625 -0.386
O 0.607 1.628 -0.412
H 1.807 -2.358 0.762
H 2.892 -1.620 -0.422
H 3.266 -1.520 1.293
H 1.233 0.058 1.593
H 2.209 0.542 -1.262
H 0.868 2.258 -1.092
C -2.856 0.426 -0.783
C -1.588 -1.081 0.597
N -1.652 0.004 -0.056
H -2.539 0.918 -1.699
H -3.426 1.128 -0.180
H -3.433 -0.464 -1.021
H -2.447 -1.744 0.582
H -0.689 -1.362 1.123
H -0.816 0.625 -0.102
```

LUMO	-4.6	eV
E_HOMO	-12.8415	eV
total charge	+1
ΔE to the lowest compared entry with this formula, charge and spin	29.9	kcal per mole
frontier orbital gap	8.1970	eV

Here is a structure of composition C4H24HfNO16S2 at a distorted geometry from the Open Molecules 2025 dataset. Energies are from the ωB97M-V functional and the def2-TZVPD basis.

The geometry in XYZ format:
```
48
C4H24HfNO16S2 the ωB97M-V functional and the def2-TZVPD basis
Hf 0.393 -0.105 -3.562
S 0.212 -2.716 -2.071
O -0.531 -2.807 -0.881
O 0.686 -3.984 -2.524
O -0.585 -2.042 -3.116
O 1.207 -1.651 -2.173
S 3.698 1.246 -2.541
O 3.417 1.945 -1.277
O 4.699 0.181 -2.367
O 2.429 0.596 -2.974
O 4.263 2.256 -3.520
O -0.087 0.626 -1.456
H 0.043 0.369 -0.522
C -0.033 -2.751 3.844
C -0.159 -1.958 2.613
C -0.175 -0.364 2.820
O 1.069 0.228 3.204
C 0.897 1.392 3.963
N 0.853 -2.386 1.642
H 0.248 -3.786 3.650
H -0.983 -2.946 4.341
H 0.612 -2.339 4.620
H -1.084 -2.277 2.133
H -0.855 -0.097 3.629
H -0.485 0.082 1.875
H 0.145 2.068 3.555
H 1.886 1.837 4.068
H 0.700 1.080 4.989
H 0.415 -2.401 0.732
H 1.090 -3.357 1.788
O -2.011 0.374 -3.468
H -2.358 0.799 -4.253
H -2.786 0.169 -2.945
O -1.567 2.582 1.535
H -1.847 1.906 0.918
H -0.955 3.124 1.036
O -2.898 -0.989 -0.229
H -2.124 -1.551 -0.197
H -3.379 -1.198 0.572
O 0.877 2.861 -0.970
H 0.405 2.029 -1.002
H 1.763 2.647 -1.261
O -2.391 1.507 -0.824
H -2.788 0.662 -0.614
H -1.543 1.285 -1.209
O -0.075 2.232 -3.893
H -0.899 2.704 -3.774
H 0.594 2.917 -3.907
```

LUMO	-0.6	eV
E_HOMO	-4.7437	eV
total charge	-1
frontier orbital gap	4.1000	eV

Here is the ion C4H6NO2 with charge +1 at a distorted geometry from the Open Molecules 2025 dataset. Energies are from the ωB97M-V functional and the def2-TZVPD basis.

The geometry in XYZ format:
```
13
C4H6NO2 the ωB97M-V functional and the def2-TZVPD basis
O -2.864 -0.294 0.302
C -1.913 -0.961 0.056
C -0.622 -0.388 0.059
C 0.977 -0.618 -0.078
O 1.695 -1.728 -0.086
C 1.124 0.836 -0.104
N -0.409 1.096 0.118
H -1.909 -2.011 -0.287
H 2.580 -1.789 -0.257
H 1.685 1.457 0.684
H 1.253 1.196 -1.151
H -1.059 1.801 -0.423
H -0.537 1.406 1.167
```

LUMO	-5.1	eV
SMILES	O=CC1=C(O)C[NH2+]1
E_HOMO	-13.8806	eV
total charge	+1
ΔE to the lowest compared entry with this formula, charge and spin	79.3	kcal per mole
frontier orbital gap	8.7977	eV